[1]
DFT (the ωB97M-V functional and the def2-TZVPD basis) results for a cluster of 9 separate species, C44H37Cl6N7O14 in total at a distorted geometry.

XYZ file:
```
108
C44H37Cl6N7O14 (the ωB97M-V functional and the def2-TZVPD basis)
O -0.42882 -4.28979 3.24185
N -1.56830 -4.20354 2.84032
O -2.28266 -5.19078 2.73827
C -2.12251 -2.84375 2.59023
C -3.25509 -2.70816 1.83593
C -3.90109 -1.44865 1.71566
C -3.16077 -0.30421 2.04241
C -1.91437 -0.45780 2.69121
C -1.42777 -1.68710 3.03134
H -3.70176 -3.65487 1.48329
H -4.84934 -1.38938 1.20467
H -3.51967 0.72879 1.89716
H -1.24523 0.37191 2.90423
H -0.43642 -1.81945 3.59066
O -5.51047 -1.20224 -1.16606
N -4.45419 -1.54802 -1.63597
O -3.65257 -0.86948 -2.19330
C -4.06951 -2.96627 -1.39761
C -5.11973 -3.87081 -1.12827
C -4.75708 -5.17178 -0.71290
C -3.40849 -5.48577 -0.54575
C -2.41985 -4.62870 -0.87950
C -2.75306 -3.35142 -1.36628
H -6.14046 -3.57291 -1.25481
H -5.57684 -5.90677 -0.68307
H -3.11633 -6.49587 -0.21803
H -1.39243 -4.97264 -0.85800
H -1.95518 -2.67430 -1.67397
O -1.92330 5.04290 0.13068
N -2.94726 5.43459 0.65994
O -3.64627 6.29414 0.17708
C -3.35548 4.83375 1.89340
C -2.53389 3.87866 2.47598
C -2.96346 3.39309 3.70944
C -4.19538 3.69919 4.30600
C -5.02386 4.56592 3.62380
C -4.59530 5.11476 2.45566
H -1.55639 3.58952 2.10523
H -2.23847 2.77631 4.21926
H -4.35516 3.45993 5.33312
H -5.92939 4.91485 4.04561
H -5.18586 5.78538 1.88494
O 0.51252 -3.04054 -0.12618
N 1.33564 -3.93349 -0.10662
O 1.10657 -5.09115 -0.55545
C 2.64988 -3.69706 0.49682
C 2.98590 -2.38469 0.86198
C 4.26949 -2.12002 1.24932
C 5.17221 -3.21709 1.21561
C 4.81928 -4.50934 0.87312
C 3.50477 -4.76085 0.56676
H 2.17115 -1.65759 0.92681
H 4.56728 -1.10938 1.44081
H 6.21725 -3.00628 1.29268
H 5.58219 -5.30629 0.97309
H 3.10062 -5.75666 0.40462
O 2.94204 0.97747 -1.81340
N 2.19925 1.38591 -2.71410
O 2.54149 1.57913 -3.85228
C 0.69015 1.58508 -2.44261
C 0.04057 0.71173 -1.53885
C -1.32820 0.84346 -1.26135
C -1.97235 1.87436 -1.96166
C -1.29560 2.75329 -2.80173
C 0.09258 2.65968 -3.02279
H 0.68028 -0.04335 -1.02808
H -1.74834 0.16958 -0.57832
H -3.04493 2.13844 -1.84371
H -1.88076 3.46880 -3.37123
H 0.65238 3.32373 -3.63392
O 4.13912 -6.45070 -2.34785
N 3.12722 -6.25467 -3.00826
O 2.47142 -7.11647 -3.58272
C 2.65703 -4.89995 -3.16982
C 1.31013 -4.68541 -3.55874
C 0.81368 -3.39032 -3.52511
C 1.67565 -2.34379 -3.30408
C 2.98678 -2.48331 -2.88200
C 3.45262 -3.82286 -2.77617
H 0.65507 -5.52043 -3.85732
H -0.25437 -3.14999 -3.72932
H 1.22832 -1.35171 -3.49409
H 3.66083 -1.64974 -2.70867
H 4.42874 -4.05992 -2.43951
O 1.65775 1.01368 1.07732
N 2.62113 1.59753 1.61918
O 3.66022 0.98979 1.84747
C 2.55136 2.99858 1.95215
C 1.61889 3.82146 1.32028
C 1.53326 5.18376 1.69574
C 2.46326 5.71730 2.67211
C 3.36500 4.84606 3.29498
C 3.39228 3.48436 2.94930
H 0.98319 3.41427 0.52763
H 0.78927 5.84681 1.22341
H 2.39361 6.78373 2.95425
H 3.99487 5.23159 4.06161
H 4.01984 2.78009 3.45812
Cl 5.30339 4.04467 -2.75075
C 5.47687 2.66622 -1.70430
Cl 5.07584 3.25311 -0.07477
Cl 7.02308 1.92920 -1.80859
H 4.63483 1.99809 -1.92568
Cl -1.12178 8.25069 -1.14346
C -0.64008 6.87837 -2.10651
Cl 1.10478 6.60595 -2.05612
Cl -1.17274 6.86905 -3.81001
H -1.05414 5.96876 -1.65289
```

SMILES   O=[N+]([O-])c1ccccc1.O=[N+]([O-])c1ccccc1.O=[N+]([O-])c1ccccc1.O=[N+]([O-])c1ccccc1.O=[N+]([O-])c1ccccc1.O=[N+]([O-])c1ccccc1.O=[N+]([O-])c1ccccc1.ClC(Cl)Cl.ClC(Cl)Cl
E_HOMO   -9.6 eV
Total charge   0
ΔE to the lowest compared entry with this formula, charge and spin   0.000 eV

Mulliken population analysis, charges in e, atoms 1 to 2:
1. O -0.63
2. N 1.06

=====

[2]
DFT (the ωB97M-V functional and the def2-TZVPD basis) results for a structure of composition C44H37P2Ti at a distorted geometry.

XYZ file:
```
84
C44H37P2Ti (the ωB97M-V functional and the def2-TZVPD basis)
C 0.65225 -1.75946 -3.42401
C -0.38747 -2.17842 -2.56662
C -1.69597 -2.31260 -3.06539
C -1.98660 -1.92547 -4.37266
C -0.96041 -1.47790 -5.21090
C 0.35226 -1.39269 -4.73060
P -0.09681 -2.18709 -0.76924
C -1.33259 -3.29191 -0.01164
C -2.20812 -2.74282 0.94379
C -3.30920 -3.48361 1.36259
C -3.46940 -4.80551 0.92792
C -2.53333 -5.38966 0.07051
C -1.45455 -4.63442 -0.40260
Ti -0.95630 0.21642 -0.44155
P 0.18853 2.28440 -0.06828
C -1.19206 2.24122 -1.22722
C -1.07118 2.55519 -2.60466
C -2.14482 2.29108 -3.45901
C -3.19004 1.47256 -3.02849
C -3.25915 1.02586 -1.70215
C -2.44602 1.67963 -0.73900
C -0.07983 3.62883 1.06284
C 0.65204 3.61047 2.26328
C 0.39842 4.58189 3.22403
C -0.55418 5.58009 2.97169
C -1.26268 5.60806 1.76303
C -1.03256 4.62583 0.79969
C 1.72864 2.51638 -1.00851
C 2.68128 1.47214 -0.96397
C 3.80328 1.52793 -1.77880
C 4.02454 2.64769 -2.59155
C 3.11185 3.70876 -2.60498
C 1.94087 3.62860 -1.84046
C 1.56599 -2.88895 -0.52841
C 2.17903 -3.77942 -1.42840
C 3.46648 -4.26430 -1.17008
C 4.14522 -3.87443 -0.01141
C 3.53193 -2.99881 0.89550
C 2.24887 -2.51815 0.65094
H 1.38413 2.81722 2.42885
H 0.94845 4.56033 4.16720
H -0.75108 6.33840 3.73075
H -2.00033 6.38937 1.57441
H -1.57404 4.62768 -0.14705
H -0.17300 3.05063 -2.97628
H -2.15757 2.71611 -4.47138
H -3.96085 1.21523 -3.74741
H -4.08408 0.37856 -1.38171
H -2.77939 1.87015 0.28790
H 2.53003 0.61757 -0.29878
H 4.52567 0.70965 -1.75626
H 4.92787 2.70109 -3.19820
H 3.31396 4.59761 -3.20852
H 1.19470 4.41920 -1.89603
H 1.65632 -4.09669 -2.33069
H 3.93914 -4.94724 -1.87969
H 5.14659 -4.25559 0.19122
H 4.05631 -2.69483 1.80432
H 1.75172 -1.85709 1.36723
H -2.01772 -1.73702 1.34593
H -4.04123 -3.02869 2.03207
H -4.32617 -5.38382 1.26732
H -2.64207 -6.42994 -0.24185
H -0.71905 -5.07993 -1.07352
H -2.48157 -2.67469 -2.39977
H -3.01626 -1.95863 -4.74876
H -1.19263 -1.20525 -6.24426
H 1.16294 -1.03813 -5.38052
H 1.67585 -1.69207 -3.04457
H 0.03275 0.29095 -1.83944
H 0.60924 0.13853 -1.10595
C -0.39749 0.47595 1.50039
C -0.25717 0.26469 2.73812
C -0.13673 0.14490 4.13762
C -1.13423 0.73225 4.96790
C -1.04188 0.67996 6.35615
C 0.04487 0.03829 6.96854
C 1.04853 -0.54435 6.17526
C 0.95508 -0.51025 4.78257
H -1.98006 1.23738 4.49515
H -1.82342 1.14264 6.97151
H 0.09963 -0.00974 8.05995
H 1.90763 -1.03125 6.66092
H 1.72839 -0.97659 4.17413
```

Spin multiplicity   2
E_HOMO (alpha / beta)   -13.0 / -12.9 eV
Total charge   +2

Mulliken population analysis, charges in e, atoms 1 to 2:
1. C -0.71
2. C 0.64